[1]
Density functional theory data (ωB97M-V with the def2-TZVPD basis set) for one molecule with the formula C21H24N4O5S2 at a distorted geometry.

Values from the calculation:
LUMO energy = 0.36 eV
E_HOMO = -8.2 eV
Relative energy (zero: lowest compared OMol25 entry of this formula, charge and spin) = 1.038 eV
Structure (SMILES) = COc1ccc(OC)c(-n2c(SCC(C)=O)nnc2-c2cccc(S(=O)(=O)N(C)C)c2)c1
Gap between HOMO and LUMO = 8.61 eV

Last column: natural (NBO) charge in e.
Atoms and positions in Å:
1 S 2.0509 -2.5100 -2.5566  0.275
2 S -1.8873 1.3805 3.2307  2.300
3 O -2.0158 0.6557 -3.0143  -0.494
4 O 2.6089 0.5041 -3.4129  -0.553
5 O -0.4920 -2.3847 1.3447  -0.503
6 O -2.6881 0.2166 2.9617  -0.958
7 O -2.2094 2.1582 4.3940  -0.936
8 N 1.4274 -1.2394 -0.2032  -0.382
9 N 3.5612 -1.7187 -0.4438  -0.291
10 N 3.4024 -1.1435 0.7438  -0.263
11 N -1.8637 2.3144 1.8292  -0.670
12 C -0.1880 0.8297 3.3025  -0.254
13 C 2.3848 -1.7812 -1.0103  0.164
14 C 1.5800 -0.2571 2.1100  -0.003
15 C 2.8095 -0.4810 -4.0794  0.590
16 C -0.2583 -0.3074 -1.6335  -0.303
17 C 2.2835 -0.3725 3.3122  -0.162
18 C -2.2544 -1.4199 -0.0517  -0.260
19 C 1.7499 0.1176 4.4895  -0.211
20 C -1.0446 1.1733 -3.8942  -0.252
21 C 2.1329 -0.8557 0.9119  0.300
22 C 0.3499 0.3931 2.1113  -0.228
23 C 2.3851 -0.6094 -5.5161  -0.726
24 C -0.9245 -1.6572 0.2818  0.271
25 C -3.1036 2.3416 1.0871  -0.424
26 C -1.2612 3.6041 2.0681  -0.423
27 C 3.4273 -1.7328 -3.4992  -0.618
28 C -1.4492 -2.7924 2.3009  -0.266
29 C -1.5908 -0.0904 -1.9591  0.283
30 C -2.5787 -0.6517 -1.1512  -0.230
31 C 0.4877 0.6977 4.4988  -0.212
32 C 0.0632 -1.0773 -0.5245  0.151
33 H -0.4494 0.3729 -4.3436  0.175
34 H -1.9120 4.2562 2.6609  0.197
35 H -0.2126 0.5680 1.2103  0.246
36 H -2.0180 -1.9371 2.6771  0.214
37 H -3.5311 1.3436 1.1390  0.240
38 H -3.8169 3.0635 1.4999  0.184
39 H 3.2450 -0.8611 3.2962  0.240
40 H -1.6007 1.6930 -4.6728  0.200
41 H 4.2160 -1.5294 -2.7777  0.282
42 H -3.0448 -1.8245 0.5571  0.234
43 H -2.8930 2.5926 0.0468  0.208
44 H 3.7469 -2.4435 -4.2562  0.233
45 H -0.3761 1.8794 -3.3926  0.183
46 H -0.8747 -3.2379 3.1110  0.202
47 H 1.7242 -1.4678 -5.6230  0.235
48 H -1.0413 4.0794 1.1126  0.209
49 H -0.3330 3.4466 2.6146  0.217
50 H 2.3042 0.0237 5.4108  0.223
51 H -2.1286 -3.5421 1.8844  0.173
52 H 0.5464 0.1303 -2.2030  0.253
53 H 1.8790 0.2935 -5.8481  0.234
54 H 3.2629 -0.7820 -6.1359  0.236
55 H -3.6108 -0.4688 -1.4031  0.228
56 H 0.0237 1.0476 5.4072  0.241

=====

[2]
Density functional theory data (ωB97M-V with the def2-TZVPD basis set) for C13H19BrInSi as an isolated structure at a distorted geometry.

Values from the calculation:
LUMO energy = 2.04 eV
E_HOMO = -2.2 eV
Relative energy (zero: lowest compared OMol25 entry of this formula, charge and spin) = 1.146 eV
Gap between HOMO and LUMO = 4.28 eV
Net charge = -1

Last column: natural (NBO) charge in e.
Atoms and positions in Å:
1 In -0.3594 0.2669 0.5447  0.966
2 Br 0.9997 -0.8368 -1.0292  -0.398
3 Si -2.3878 1.5672 -0.3659  1.219
4 C 0.6927 2.4523 0.8884  -0.347
5 C -2.0745 3.2746 -1.0681  -1.126
6 C 3.9622 -3.7786 0.0028  -0.373
7 C -0.1217 1.2664 2.7429  -0.369
8 C 4.1085 -3.1744 -1.2858  -0.369
9 C 2.9904 -3.5667 -2.0877  -0.371
10 C -2.9470 0.4334 -1.7221  -1.140
11 C -0.4193 2.3455 1.8173  -0.371
12 C 2.7538 -4.5453 -0.0028  -0.372
13 C 1.6724 1.4730 1.2654  -0.310
14 C 2.1534 -4.4140 -1.2946  -0.368
15 C -3.7253 1.6008 0.9453  -1.127
16 C 1.1587 0.7245 2.3903  -0.346
17 H 4.9229 -2.5361 -1.6003  0.174
18 H -1.7455 3.9759 -0.2955  0.235
19 H -4.6432 1.9881 0.4791  0.224
20 H 2.8119 -3.2774 -3.1136  0.175
21 H 1.2312 -4.8767 -1.6172  0.174
22 H -3.1370 -0.5602 -1.3074  0.242
23 H -2.1803 0.3739 -2.4978  0.252
24 H 0.7337 3.1242 0.0376  0.239
25 H -3.0211 3.6343 -1.5001  0.233
26 H 4.6474 -3.6775 0.8338  0.172
27 H -1.3441 2.9174 1.7836  0.225
28 H 2.6135 1.2918 0.7550  0.258
29 H 1.6435 -0.1193 2.8690  0.256
30 H -3.9066 0.5788 1.2990  0.240
31 H -3.4627 2.2362 1.7941  0.230
32 H -0.7909 0.9082 3.5194  0.238
33 H -3.8774 0.8414 -2.1432  0.216
34 H -1.3173 3.2131 -1.8596  0.247
35 H 2.3652 -5.1252 0.8230  0.172

=====

[3]
Density functional theory data (ωB97M-V with the def2-TZVPD basis set) for C31H25CeN5O7 as an isolated structure at a distorted geometry.

Values from the calculation:
LUMO energy (alpha / beta) = -9.64 / -9.66 eV
E_HOMO (alpha / beta) = -12.1 / -12.1 eV
Gap between HOMO and LUMO (alpha / beta) = 2.45 / 2.41 eV
Net charge = +2

Last column: natural (NBO) charge in e.
Atoms and positions in Å:
1 Ce 0.9932 -0.1886 -0.2255  1.983
2 O -0.7877 -1.1605 -1.2813  -0.656
3 O -4.9487 2.4146 2.2109  -0.649
4 O 1.7821 -1.6285 -2.0886  -0.729
5 O -0.2477 0.8299 -2.0487  -0.621
6 O -5.2878 0.6352 3.6500  -0.695
7 O -3.8220 3.8702 -1.0630  -0.433
8 O -5.9029 3.4570 -1.4009  -0.269
9 N 3.4788 -0.4262 0.5891  -0.548
10 N -4.7674 3.1152 -1.3912  0.530
11 N 0.3810 -2.0365 1.5103  -0.527
12 N 0.8605 2.1838 0.2799  -0.551
13 N -0.8067 0.4549 1.4579  -0.539
14 C 4.7417 -1.6565 2.1467  -0.204
15 C 0.9664 -3.2107 1.6197  0.075
16 C 4.1540 -0.0657 -1.7081  -0.402
17 C -5.3412 0.7208 -2.2523  -0.159
18 C 5.5690 -1.3002 -0.0340  -0.229
19 C -1.4841 -2.8936 2.6543  -0.201
20 C -0.8675 -1.8750 2.0454  0.183
21 C 3.6409 -0.8594 1.8151  0.039
22 C -1.1586 1.7220 1.4588  0.151
23 C 1.3590 4.2069 -0.9186  -0.190
24 C 0.1076 4.7575 -0.4675  -0.079
25 C -0.2937 2.6903 0.6512  0.238
26 C -3.1120 1.3767 -1.7759  -0.201
27 C -2.6514 -0.1961 2.6514  -0.224
28 C 1.6548 2.9126 -0.4822  0.040
29 C -2.5650 0.1569 -2.0631  -0.184
30 C -4.4050 1.6652 -1.8242  0.127
31 C -4.5713 1.5085 2.9586  0.701
32 C 4.0662 -1.1271 -2.8274  -0.414
33 C -1.0916 -0.0894 -1.8199  0.801
34 C -0.7908 -4.0692 2.8983  -0.082
35 C 3.0290 -2.2035 -2.4391  -0.065
36 C 5.7140 -1.9456 1.1718  -0.097
37 C -0.6826 3.9591 0.3030  -0.206
38 C 0.4384 -4.2906 2.3278  -0.230
39 C -1.4790 -0.5137 2.0356  0.231
40 C -4.7925 -0.4635 -2.6556  -0.203
41 C -3.1000 1.1291 2.7025  0.043
42 C -3.4488 -0.7776 -2.5490  -0.138
43 C -2.2745 2.1340 2.1614  -0.164
44 C 4.4216 -0.5887 -0.2938  0.252
45 H -0.3409 5.6810 -0.8300  0.267
46 H -2.4527 -2.9039 3.0930  0.263
47 H 6.6037 -2.4851 1.3727  0.254
48 H 4.8414 -2.0246 3.1191  0.247
49 H 1.9622 4.8140 -1.5709  0.262
50 H 3.7755 -0.7427 -3.7757  0.244
51 H -2.4593 2.1350 -1.2782  0.249
52 H -6.4073 0.9226 -2.3735  0.274
53 H 3.3790 -2.8342 -1.6143  0.187
54 H 4.9788 -1.6488 -2.9819  0.244
55 H -3.2370 -1.8153 -2.7306  0.233
56 H 3.0963 -0.5008 2.6683  0.241
57 H 3.2508 0.5181 -1.7280  0.185
58 H 2.7858 -2.9272 -3.2362  0.224
59 H 1.0684 -2.0182 -2.5741  0.539
60 H 2.7196 2.4750 -0.7206  0.227
61 H 0.9901 -5.2172 2.5205  0.260
62 H 5.0022 0.5564 -1.9094  0.270
63 H -2.6528 3.2248 2.1921  0.290
64 H -1.6727 4.2752 0.6358  0.275
65 H 6.3802 -1.4439 -0.7755  0.255
66 H -1.3218 -4.8288 3.4922  0.255
67 H -3.3962 -0.9067 3.0941  0.289
68 H -5.5167 -1.1965 -3.0874  0.247
69 H 1.9454 -3.4419 1.3087  0.214

=====

For reference, energy by record: -2206.1856 -3560.3626 -2471.2690 Ha.